# 1
Density functional theory data (the ωB97M-V functional and the def2-TZVPD basis) for a structure of composition C3H4IrO3 at a distorted geometry.

Last column: natural (NBO) charge in e.
Geometry (Å):
O 0.843 0.735 -0.571  -0.542
C 0.680 -0.482 0.052  0.503
O 1.454 -1.407 -0.403  -0.738
Ir 0.630 -3.164 -0.271  0.184
O -0.936 -2.456 0.809  -0.747
C -0.903 -1.280 0.218  -0.042
H -1.728 -0.584 0.484  0.115
C 0.146 1.870 -0.142  -0.244
H -0.251 2.362 -1.044  0.171
H 0.783 2.625 0.334  0.161
H -0.718 1.781 0.534  0.179

Cartesian forces (eV/Å) of the 6 atoms listed first:
O 0.203 -0.417 0.441
C -2.954 -2.784 -1.429
O 1.658 4.307 1.115
Ir -0.221 -3.844 -1.094
O -0.643 1.954 0.336
C 1.727 1.196 0.989

Calculated values
⟨S²⟩: 6.023
ΔE to the lowest compared entry with this formula, charge and spin in kJ/mol: 169.6
Strongest force on any atom in eV/Å: 4.7
Multiplicity: 5
Gap between HOMO and LUMO (spin up / spin down) in eV: 5.0 / 6.1
E_tot in a.u.: -446.5156
Charge: -1

---

# 2
Density functional theory data (the ωB97M-V functional and the def2-TZVPD basis) for a cluster of 8 separate species, C39H99N5O13 in total at a distorted geometry.

Last column: Löwdin charge in e.
Geometry (Å):
C -0.063 0.162 -0.491  -0.053
C 0.515 1.259 -1.314  -0.499
C -0.342 1.595 -2.546  -0.034
O 0.642 2.368 -0.477  -0.035
H -1.054 0.523 -0.217  0.084
H 0.504 0.029 0.430  0.080
H -0.160 -0.802 -0.992  0.051
H 1.474 0.882 -1.670  0.108
H 0.033 2.535 -2.949  0.083
H -1.391 1.764 -2.300  0.049
H -0.321 0.742 -3.224  0.070
H -0.062 2.391 0.176  0.034
C 0.445 -2.529 -3.438  -0.057
C -0.222 -3.829 -3.883  -0.508
C 0.572 -4.647 -4.841  -0.047
O -0.351 -4.527 -2.649  -0.071
H -0.244 -1.834 -2.957  0.045
H 0.810 -1.980 -4.307  0.084
H 1.288 -2.651 -2.758  0.086
H -1.199 -3.555 -4.281  0.120
H 0.638 -4.088 -5.775  0.092
H 0.128 -5.630 -4.999  0.091
H 1.545 -4.752 -4.361  0.094
H 0.514 -4.893 -2.450  0.089
C 4.338 0.944 -1.077  -0.050
C 4.017 0.023 -2.291  -0.429
C 3.876 0.830 -3.612  -0.046
O 5.227 -0.721 -2.317  -0.087
H 5.298 1.456 -1.132  0.081
H 4.208 0.499 -0.090  0.067
H 3.633 1.773 -1.022  0.047
H 3.143 -0.612 -2.148  0.114
H 2.982 1.451 -3.674  0.068
H 4.021 0.278 -4.540  0.075
H 4.684 1.549 -3.743  0.077
H 5.946 -0.231 -2.723  0.096
C 1.475 10.707 0.521  -0.106
O 1.315 9.371 0.122  -0.201
C 0.572 9.112 -1.060  -0.222
C 0.355 7.611 -1.235  -0.217
N 1.684 7.045 -1.318  -0.059
C 1.572 5.603 -1.312  -0.198
C 3.030 5.038 -1.291  -0.221
O 3.751 5.213 -0.097  -0.177
C 5.057 4.705 -0.194  -0.100
H 1.760 10.799 1.569  0.087
H 0.549 11.275 0.433  0.084
H 2.272 11.108 -0.106  0.089
H 1.181 9.519 -1.868  0.124
H -0.425 9.549 -1.109  0.116
H -0.259 7.408 -2.112  0.121
H -0.190 7.209 -0.381  0.108
H 2.252 7.312 -0.526  0.110
H 1.055 5.236 -2.198  0.114
H 0.983 5.225 -0.476  0.089
H 3.580 5.467 -2.128  0.117
H 3.014 3.978 -1.545  0.092
H 4.993 3.627 -0.341  0.063
H 5.588 4.867 0.744  0.092
H 5.585 5.245 -0.979  0.092
C 10.711 -2.260 -0.590  -0.083
O 9.475 -2.772 -0.022  -0.202
C 8.316 -2.064 -0.246  -0.238
C 7.160 -2.867 0.468  -0.196
N 5.957 -2.081 0.409  -0.065
C 4.986 -2.669 1.312  -0.209
C 3.643 -1.948 1.368  -0.250
O 2.728 -2.739 2.070  -0.162
C 1.411 -2.253 1.883  -0.105
H 10.937 -1.250 -0.247  0.081
H 10.879 -2.312 -1.665  0.080
H 11.534 -2.848 -0.184  0.081
H 8.177 -2.128 -1.325  0.113
H 8.419 -1.022 0.060  0.121
H 7.501 -3.004 1.494  0.120
H 7.044 -3.857 0.028  0.118
H 5.694 -1.876 -0.545  0.081
H 5.325 -2.614 2.347  0.123
H 4.849 -3.729 1.095  0.118
H 3.374 -1.782 0.325  0.104
H 3.748 -0.968 1.835  0.126
H 0.718 -3.058 2.127  0.081
H 1.206 -1.972 0.850  0.060
H 1.178 -1.432 2.561  0.087
C -2.513 -2.559 0.114  -0.108
O -2.156 -2.579 1.485  -0.172
C -3.224 -2.921 2.364  -0.192
C -2.699 -2.878 3.826  -0.178
N -3.828 -3.019 4.787  -0.039
C -4.452 -4.379 4.786  -0.161
C -3.656 -5.497 5.580  -0.192
O -3.712 -5.242 6.984  -0.194
C -3.069 -6.210 7.715  -0.143
H -1.722 -2.187 -0.536  0.067
H -3.443 -2.024 -0.077  0.076
H -2.660 -3.585 -0.225  0.070
H -3.656 -3.905 2.182  0.092
H -3.969 -2.135 2.238  0.127
H -2.251 -1.908 4.039  0.094
H -1.890 -3.597 3.960  0.113
H -3.380 -3.009 5.692  0.093
H -4.820 -4.653 3.798  0.071
H -5.383 -4.379 5.354  0.111
H -2.631 -5.595 5.223  0.113
H -4.150 -6.466 5.500  0.115
H -3.376 -7.223 7.455  0.088
H -3.325 -6.073 8.765  0.095
H -1.987 -6.109 7.629  0.091
C -3.873 1.721 -4.278  -0.079
O -3.515 0.425 -3.803  -0.187
C -4.597 -0.503 -3.688  -0.177
C -3.982 -1.845 -3.221  -0.086
N -4.898 -2.748 -2.507  0.209
C -4.484 -4.121 -2.361  -0.119
C -5.338 -4.834 -1.337  -0.218
O -5.029 -4.592 0.009  -0.190
C -5.941 -5.175 0.965  -0.039
H -4.406 1.712 -5.229  0.093
H -3.000 2.368 -4.359  0.096
H -4.565 2.229 -3.607  0.070
H -5.244 -0.602 -4.559  0.134
H -5.261 -0.159 -2.894  0.124
H -3.115 -1.565 -2.623  0.146
H -3.440 -2.341 -4.025  0.137
H -5.231 -2.386 -1.625  0.163
H -3.436 -4.245 -2.092  0.147
H -4.619 -4.596 -3.333  0.161
H -5.322 -5.894 -1.590  0.143
H -6.331 -4.441 -1.554  0.131
H -5.546 -5.083 1.976  0.063
H -6.050 -6.248 0.806  0.096
H -6.945 -4.768 0.844  0.099
C -1.352 0.737 5.657  -0.078
O -1.447 1.747 4.632  -0.193
C -1.875 1.193 3.402  -0.236
C -2.409 2.234 2.407  -0.173
N -1.261 2.953 1.840  -0.075
C -1.633 4.195 1.141  -0.172
C -2.539 3.927 -0.130  -0.136
O -3.935 3.590 0.264  -0.200
C -4.852 3.670 -0.810  -0.126
H -0.723 -0.095 5.340  0.079
H -2.381 0.394 5.764  0.084
H -0.948 1.246 6.532  0.093
H -2.691 0.492 3.579  0.106
H -1.048 0.647 2.950  0.117
H -3.088 2.954 2.863  0.127
H -2.831 1.656 1.585  0.109
H -0.570 3.179 2.542  0.119
H -0.758 4.770 0.838  0.094
H -2.201 4.868 1.784  0.117
H -2.133 3.164 -0.794  0.094
H -2.453 4.908 -0.598  0.112
H -5.841 3.608 -0.357  0.087
H -4.831 2.752 -1.397  0.056
H -4.869 4.538 -1.469  0.092

Cartesian forces (eV/Å) of the 6 atoms listed first:
C -0.797 -0.478 0.506
C -0.653 -0.325 -0.511
C 0.272 -0.138 0.589
O 1.203 0.858 -0.567
H -0.375 -0.337 0.279
H 0.047 -0.009 -0.086

Calculated values
⟨S²⟩: 0.754
ΔE to the lowest compared entry with this formula, charge and spin in kJ/mol: 0.0
Strongest force on any atom in eV/Å: 3.7
Multiplicity: 2
Gap between HOMO and LUMO (spin up / spin down) in eV: 7.1 / 1.8
E_tot in a.u.: -2796.5773
Charge: +1

---

# 3
Density functional theory data (the ωB97M-V functional and the def2-TZVPD basis) for a cluster of 3 separate species, C3H12O3 in total at a distorted geometry.

Last column: natural (NBO) charge in e.
Geometry (Å):
C -0.341 22.794 2.217  -0.269
O -0.722 21.772 3.120  -0.706
H -0.707 23.810 2.066  0.181
H 0.708 22.914 2.487  0.178
H -0.267 22.249 1.275  0.156
H -1.455 21.315 2.701  0.458
C -0.195 26.395 1.777  -0.244
O -0.445 26.411 3.151  -0.739
H -1.112 26.444 1.189  0.135
H 0.497 27.150 1.406  0.162
H 0.242 25.404 1.649  0.175
H -0.963 27.207 3.290  0.485
C -2.898 29.130 3.464  -0.249
O -1.872 28.520 2.696  -0.733
H -2.633 29.198 4.519  0.191
H -3.128 30.126 3.087  0.174
H -3.708 28.412 3.341  0.172
H -2.304 28.235 1.888  0.475

Cartesian forces (eV/Å) of the 6 atoms listed first:
C 2.776 -1.419 -0.939
O -1.444 0.637 0.626
H -1.294 -0.450 0.870
H 0.183 0.516 -0.079
H -0.154 0.676 -0.693
H -0.161 -0.129 0.296

Calculated values
ΔE to the lowest compared entry with this formula, charge and spin in kJ/mol: 209.2
Strongest force on any atom in eV/Å: 3.3
Gap between HOMO and LUMO in eV: 10.5
E_tot in a.u.: -347.1289

---

# 4
Density functional theory data (the ωB97M-V functional and the def2-TZVPD basis) for an isolated molecule of C3H5NS at a distorted geometry.

Last column: natural (NBO) charge in e.
Geometry (Å):
S 2.692 0.260 0.002  -0.093
C 1.356 -0.665 -0.197  -0.087
N 0.128 -0.169 -0.542  -0.408
C -0.522 1.016 -0.074  -0.225
C -1.103 -0.335 0.215  -0.237
H 1.470 -1.800 -0.084  0.208
H -0.009 1.516 0.726  0.215
H -0.970 1.591 -0.844  0.213
H -1.086 -0.783 1.201  0.209
H -1.958 -0.632 -0.402  0.204

Cartesian forces (eV/Å) of the 6 atoms listed first:
S -0.340 -0.247 -0.061
C 0.598 -0.427 0.260
N 0.174 -1.325 0.237
C 0.583 -0.708 0.631
C -0.606 -0.197 -0.998
H -0.713 1.656 -0.290

Calculated values
ΔE to the lowest compared entry with this formula, charge and spin in kJ/mol: 125.8
Strongest force on any atom in eV/Å: 1.8
Gap between HOMO and LUMO in eV: 9.0
E_tot in a.u.: -570.1866

---

# 5
Density functional theory data (the ωB97M-V functional and the def2-TZVPD basis) for an isolated molecule of C4H3N5O at a distorted geometry.

Last column: natural (NBO) charge in e.
Geometry (Å):
C -0.772 -0.649 -1.066  0.039
C -0.306 -0.602 0.232  0.128
C 0.808 1.360 -0.558  0.401
C -0.685 -1.494 1.304  0.344
N 1.621 2.305 -0.210  -0.350
N 1.812 2.025 1.063  -0.034
N 1.203 0.962 1.474  -0.069
N 0.551 0.482 0.437  -0.270
N -0.252 0.147 -1.978  -0.487
O -0.341 -1.419 2.455  -0.423
H -1.533 -1.372 -1.348  0.204
H -1.353 -2.304 0.945  0.123
H -0.754 0.559 -2.748  0.395

Cartesian forces (eV/Å) of the 6 atoms listed first:
C -0.399 0.096 -3.603
C 2.021 1.802 1.534
C -0.140 0.444 -2.804
C -0.585 -0.867 0.053
N -1.239 -0.716 -0.954
N 0.996 -0.433 3.331

Calculated values
⟨S²⟩: 2.048
Strongest force on any atom in eV/Å: 3.6
Multiplicity: 3
Gap between HOMO and LUMO (spin up / spin down) in eV: 8.0 / 7.1
E_tot in a.u.: -503.0015

---

# 6
Density functional theory data (the ωB97M-V functional and the def2-TZVPD basis) for an isolated molecule of C5H8N2.

Last column: natural (NBO) charge in e.
Geometry (Å):
C -1.458 0.202 0.610  -0.645
C -0.986 -0.393 -0.729  -0.204
N 0.468 -0.088 -1.046  -0.418
C 1.131 -0.949 -0.162  -0.074
C 1.751 -0.204 0.768  -0.113
N 1.672 1.148 0.421  -0.437
C 0.931 1.175 -0.641  0.191
H -2.537 0.367 0.574  0.220
H -1.236 -0.429 1.478  0.217
H -0.974 1.165 0.793  0.225
H -1.589 -0.045 -1.562  0.202
H -1.087 -1.487 -0.687  0.207
H 1.007 -2.012 -0.317  0.216
H 2.190 -0.534 1.696  0.212
H 0.716 2.086 -1.196  0.200

Cartesian forces (eV/Å) of the 6 atoms listed first:
C 0.007 0.025 -0.089
C -0.232 0.173 -0.398
N -0.196 -0.184 0.533
C 0.282 -0.163 0.332
C 0.350 -0.226 0.063
N -0.027 -0.047 -0.363

Calculated values
ΔE to the lowest compared entry with this formula, charge and spin in kJ/mol: 128.1
Strongest force on any atom in eV/Å: 0.6
Gap between HOMO and LUMO in eV: 10.0
E_tot in a.u.: -304.7867